{"formula": "C32H27ClN4O5RhS3", "method": "the ωB97M-V functional and the def2-TZVPD basis", "e_homo_ev": -11.122, "charge": 1, "lumo_ev": -3.2162, "largest_force_ha_per_bohr": 0.008, "gap_ev": 7.91, "energy_ha": -3595.719607, "symbols": ["Rh", "S", "C", "N", "C", "C", "C", "C", "C", "C", "S", "H", "H", "H", "H", "O", "S", "C", "C", "C", "C", "C", "C", "C", "C", "C", "C", "C", "C", "C", "C", "H", "H", "H", "H", "H", "H", "H", "H", "H", "H", "H", "H", "H", "H", "C", "C", "N", "C", "C", "C", "C", "C", "C", "C", "C", "N", "C", "N", "H", "H", "H", "H", "H", "H", "H", "H", "H", "O", "Cl", "O", "O", "O"], "positions_angstrom": [[-0.215, 0.503, 1.435], [-1.559, 1.112, 3.288], [-2.729, 0.867, 2.038], [-2.137, 0.553, 0.912], [-3.004, 0.275, -0.132], [-2.674, -0.112, -1.427], [-3.709, -0.331, -2.316], [-5.043, -0.167, -1.931], [-5.373, 0.214, -0.642], [-4.337, 0.430, 0.258], [-4.445, 0.895, 1.945], [-1.637, -0.238, -1.714], [-3.480, -0.634, -3.329], [-5.832, -0.342, -2.649], [-6.406, 0.337, -0.346], [0.550, 0.134, -0.510], [1.475, 1.161, -1.193], [1.996, 0.258, -2.675], [0.891, -0.524, -3.312], [0.564, -1.787, -2.826], [-0.493, -2.498, -3.374], [-1.232, -1.953, -4.415], [-0.901, -0.702, -4.917], [0.156, 0.009, -4.367], [0.349, 2.373, -1.912], [1.131, 3.440, -2.631], [2.142, 4.137, -1.971], [2.866, 5.112, -2.640], [2.582, 5.405, -3.967], [1.567, 4.725, -4.623], [0.847, 3.743, -3.958], [2.804, -0.380, -2.318], [2.421, 1.026, -3.325], [1.155, -2.219, -2.025], [-0.732, -3.485, -2.998], [-2.051, -2.511, -4.850], [-1.456, -0.286, -5.747], [0.431, 0.974, -4.776], [-0.187, 2.765, -1.047], [-0.353, 1.847, -2.560], [2.361, 3.925, -0.931], [3.649, 5.648, -2.121], [3.146, 6.168, -4.486], [1.332, 4.960, -5.652], [0.042, 3.226, -4.468], [-0.518, -3.678, 0.822], [-0.464, -2.313, 0.668], [-0.438, -1.488, 1.731], [-0.451, -2.004, 2.960], [-0.458, -3.373, 3.197], [-0.515, -4.219, 2.101], [-0.412, -3.889, 4.578], [0.385, -3.484, 5.565], [1.455, -2.469, 5.538], [2.041, -2.063, 6.730], [3.043, -1.110, 6.651], [3.449, -0.599, 5.493], [2.832, -1.061, 4.410], [1.860, -1.962, 4.368], [-0.551, -4.310, -0.054], [-0.449, -1.839, -0.305], [-0.440, -1.309, 3.783], [-0.537, -5.292, 2.243], [-1.105, -4.695, 4.795], [0.261, -3.971, 6.526], [1.729, -2.472, 7.681], [3.537, -0.743, 7.544], [3.156, -0.657, 3.458], [2.830, 2.855, 1.672], [1.674, 2.238, 2.179], [1.357, 2.598, 3.502], [0.488, 2.514, 1.286], [1.770, 0.739, 2.081]], "forces_ev_per_a": [[-0.19, -0.21, -0.12], [0.00, -0.17, -0.15], [0.13, -0.05, -0.04], [0.02, 0.06, 0.00], [0.00, 0.03, 0.02], [-0.01, 0.01, -0.03], [-0.02, 0.00, 0.01], [0.00, 0.01, 0.02], [-0.01, 0.00, -0.01], [-0.01, -0.01, 0.02], [0.02, 0.03, 0.01], [-0.01, 0.00, -0.02], [-0.01, 0.01, 0.03], [0.00, 0.00, 0.00], [0.00, 0.00, 0.00], [0.02, -0.05, 0.21], [-0.16, -0.04, 0.02], [0.12, 0.01, -0.05], [-0.05, 0.03, 0.01], [0.06, -0.05, 0.00], [0.02, 0.02, -0.01], [0.03, 0.00, -0.01], [-0.01, -0.02, -0.01], [0.03, -0.02, 0.00], [0.02, 0.06, 0.00], [-0.01, -0.01, 0.01], [0.01, 0.00, -0.02], [0.00, 0.00, 0.00], [0.00, 0.00, 0.00], [-0.01, 0.00, -0.01], [0.01, -0.02, 0.00], [0.01, -0.01, -0.03], [0.00, -0.04, -0.03], [-0.03, 0.03, -0.04], [-0.01, -0.01, 0.00], [0.00, -0.01, 0.00], [0.00, 0.01, 0.00], [0.00, 0.00, 0.00], [-0.02, 0.01, 0.02], [0.01, 0.01, 0.02], [0.00, 0.00, 0.03], [0.00, 0.00, 0.00], [0.00, 0.00, 0.00], [0.00, 0.00, 0.00], [0.00, 0.00, 0.00], [0.02, 0.03, -0.03], [-0.12, 0.07, -0.09], [-0.04, 0.06, -0.02], [0.05, 0.15, -0.05], [-0.02, -0.07, -0.03], [-0.02, 0.06, 0.06], [-0.05, -0.04, -0.06], [0.01, 0.01, 0.09], [-0.02, 0.00, 0.03], [0.01, -0.01, -0.01], [0.00, 0.02, -0.01], [-0.01, -0.01, 0.02], [0.09, -0.02, -0.02], [0.18, 0.02, 0.08], [-0.01, -0.01, -0.01], [0.00, -0.06, 0.07], [-0.08, 0.00, -0.06], [-0.01, 0.00, 0.00], [0.03, -0.02, -0.02], [-0.01, 0.01, -0.01], [0.00, -0.01, -0.01], [0.00, 0.00, 0.00], [0.01, -0.05, 0.08], [-0.04, -0.11, -0.15], [-0.14, 0.16, 0.37], [0.14, 0.11, 0.05], [0.10, -0.15, -0.07], [-0.01, 0.24, -0.07]]}